Computed, not measured: a structure of composition C54H67N4P4PbSe2Si4Te, with ωB97M-V with the def2-TZVPD basis set.

For the highest occupied orbital energy, the calculation gives -9.4 eV. Its spin multiplicity is 1. The orbital gap is 0.1729 Ha. As for the energy relative to the best compared isomer or geometry (same formula, charge and spin): 29.6 kJ/mol. The calculation puts the calculated total energy at -274942.3943 eV. Its net charge is +1.

Last column: natural (NBO) charge in e.
Element x y z (Å)
Pb -0.286 0.099 0.449  0.95
C 0.905 -0.640 4.958  -0.93
P 0.696 0.290 3.389  0.84
C -0.577 1.510 3.900  -0.94
C 2.221 1.320 3.320  -0.34
C 2.538 2.215 4.343  -0.14
C 3.692 2.982 4.291  -0.22
C 4.549 2.859 3.207  -0.20
C 4.250 1.976 2.179  -0.21
C 3.095 1.193 2.219  -0.33
P 2.681 0.002 0.878  0.88
C 3.841 0.422 -0.472  -0.95
C 3.409 -1.556 1.509  -0.93
H 1.102 0.022 5.803  0.22
H 1.726 -1.350 4.862  0.24
H -0.010 -1.202 5.148  0.25
H -0.403 1.905 4.903  0.23
H -1.551 1.015 3.884  0.25
H -0.611 2.331 3.181  0.23
H 1.877 2.312 5.198  0.20
H 3.928 3.665 5.097  0.22
H 5.459 3.445 3.167  0.23
H 4.931 1.893 1.341  0.22
H 4.879 0.211 -0.208  0.23
H 3.736 1.471 -0.751  0.24
H 3.564 -0.174 -1.342  0.26
H 4.463 -1.422 1.756  0.23
H 3.303 -2.321 0.739  0.25
H 2.862 -1.891 2.390  0.24
Se -3.304 -1.510 -5.921  -0.49
P -1.661 -0.214 -5.783  1.21
C -0.207 -0.886 -6.637  -0.29
C 0.290 -0.350 -7.818  -0.21
C 1.345 -0.974 -8.474  -0.21
C 1.905 -2.128 -7.954  -0.19
C 1.403 -2.675 -6.779  -0.20
C 0.347 -2.061 -6.128  -0.20
C -1.935 1.456 -6.449  -0.32
C -3.190 1.782 -6.947  -0.20
C -3.428 3.053 -7.459  -0.22
C -2.409 3.993 -7.482  -0.20
C -1.151 3.671 -6.982  -0.22
C -0.911 2.409 -6.459  -0.22
C -1.036 0.087 -4.111  -0.22
C -1.523 -0.060 -2.812  -0.33
N -0.518 0.357 -2.006  -0.40
N 0.511 0.732 -2.747  -0.11
N 0.216 0.595 -4.017  -0.29
P -3.075 -0.538 -2.043  1.35
Se -3.276 0.282 -0.059  -0.48
C -4.405 0.183 -3.027  -0.40
C -4.227 1.464 -3.539  -0.12
C -5.257 2.080 -4.231  -0.23
C -6.467 1.423 -4.405  -0.19
C -6.646 0.149 -3.883  -0.19
C -5.618 -0.472 -3.191  -0.17
C -3.181 -2.329 -2.034  -0.45
C -4.159 -2.947 -1.256  -0.12
C -4.263 -4.329 -1.252  -0.24
C -3.379 -5.094 -2.004  -0.18
C -2.383 -4.480 -2.749  -0.20
C -2.283 -3.097 -2.767  -0.15
H -0.147 0.544 -8.241  0.22
H 1.724 -0.555 -9.397  0.22
H 2.727 -2.610 -8.468  0.22
H 1.828 -3.586 -6.378  0.22
H -0.063 -2.503 -5.228  0.21
H -3.970 1.030 -6.939  0.25
H -4.406 3.301 -7.853  0.22
H -2.590 4.978 -7.896  0.22
H -0.353 4.403 -7.006  0.22
H 0.060 2.161 -6.050  0.25
H -3.272 1.965 -3.422  0.20
H -5.111 3.069 -4.649  0.22
H -7.268 1.899 -4.956  0.22
H -7.586 -0.368 -4.026  0.22
H -5.753 -1.478 -2.815  0.23
H -4.819 -2.348 -0.640  0.22
H -5.026 -4.810 -0.654  0.22
H -3.462 -6.173 -2.001  0.22
H -1.682 -5.078 -3.317  0.22
H -1.504 -2.616 -3.342  0.23
C -0.596 8.032 2.158  -1.12
Si -0.761 6.178 2.182  1.20
C 0.165 5.473 3.637  -1.11
C -2.522 5.597 2.103  -1.13
Si 0.354 5.316 0.279  0.54
Te -0.638 3.516 -0.986  -0.14
Si -2.301 5.177 -2.012  1.52
C -2.048 4.931 -3.826  -1.16
C -4.017 4.764 -1.463  -1.17
C -1.843 6.906 -1.469  -1.16
Si 2.513 5.965 -0.449  1.20
C 2.946 4.895 -1.899  -1.12
C 2.369 7.767 -0.901  -1.11
C 3.690 5.745 0.976  -1.12
H -1.110 8.445 3.031  0.26
H -1.033 8.489 1.267  0.25
H 0.453 8.334 2.217  0.25
H -0.359 5.756 4.554  0.26
H 1.180 5.876 3.687  0.25
H 0.237 4.383 3.611  0.25
H -2.994 5.686 3.085  0.26
H -2.587 4.552 1.787  0.26
H -3.105 6.196 1.398  0.24
H -2.190 3.883 -4.112  0.26
H -1.043 5.224 -4.138  0.26
H -2.777 5.532 -4.380  0.26
H -4.225 3.693 -1.514  0.27
H -4.723 5.283 -2.121  0.25
H -4.196 5.091 -0.437  0.25
H -0.819 7.178 -1.751  0.24
H -1.964 7.025 -0.389  0.23
H -2.513 7.627 -1.949  0.27
H 2.351 5.155 -2.777  0.25
H 2.767 3.837 -1.689  0.26
H 4.003 5.020 -2.152  0.26
H 1.732 7.934 -1.773  0.25
H 3.367 8.145 -1.141  0.26
H 1.977 8.363 -0.072  0.25
H 3.665 4.730 1.382  0.25
H 3.467 6.442 1.788  0.25
H 4.708 5.946 0.630  0.26
N 0.342 -10.104 -0.446  -0.29
C 0.273 -8.961 -0.345  0.27
C 0.187 -7.525 -0.217  -0.19
C 1.184 -6.719 -0.762  -0.15
C 1.103 -5.344 -0.634  -0.19
C 0.031 -4.757 0.042  -0.14
C -0.971 -5.574 0.572  -0.19
C -0.893 -6.949 0.446  -0.12
C -0.048 -3.329 0.187  0.03
C -0.126 -2.123 0.279  -0.54
H 2.015 -7.175 -1.282  0.23
H 1.866 -4.711 -1.067  0.22
H -1.811 -5.117 1.077  0.23
H -1.666 -7.584 0.859  0.23

Cartesian forces, eV/Å:
Pb -0.2 0.4 0.0
C 0.1 0.1 0.0
P 0.1 -0.2 0.2
C 0.0 0.0 0.0
C 0.1 0.0 -0.2
C 0.0 0.0 0.0
C 0.0 0.0 0.0
C 0.0 0.0 0.0
C 0.0 0.0 0.0
C -0.1 0.0 0.2
P 0.2 -0.1 0.0
C 0.0 0.0 0.1
C 0.0 0.1 0.0
H 0.0 0.0 0.0
H 0.0 0.0 0.0
H 0.0 0.0 0.0
H 0.0 0.0 0.0
H 0.0 0.0 0.0
H 0.0 0.0 0.0
H 0.0 0.0 0.0
H 0.0 0.0 0.0
H 0.0 0.0 0.0
H 0.0 0.0 0.0
H 0.0 0.0 0.0
H 0.0 0.0 0.0
H 0.0 0.0 0.0
H 0.0 0.0 0.0
H 0.0 0.0 0.0
H 0.0 0.0 0.0
Se 0.0 0.0 0.1
P 0.1 -0.1 0.0
C 0.0 0.0 0.0
C 0.0 0.0 0.0
C 0.0 0.0 0.0
C 0.0 0.0 0.0
C 0.0 0.0 0.0
C 0.0 0.0 0.0
C 0.0 0.1 0.0
C 0.0 0.0 -0.1
C 0.0 0.0 0.0
C 0.0 0.0 0.0
C 0.0 -0.1 0.0
C -0.1 0.0 0.1
C 0.1 0.1 -0.1
C 0.1 0.1 0.0
N 0.0 -0.3 0.1
N -0.1 0.0 0.0
N 0.0 -0.1 0.1
P 0.0 0.1 0.0
Se 0.0 -0.1 -0.2
C 0.0 0.0 0.0
C 0.0 0.0 0.0
C 0.0 0.0 0.0
C 0.0 0.0 0.0
C 0.0 0.0 0.0
C 0.0 0.0 -0.1
C 0.0 -0.1 0.0
C 0.0 0.0 0.0
C 0.0 0.0 0.0
C 0.0 0.0 0.0
C 0.0 0.0 0.0
C 0.0 -0.1 0.0
H 0.0 0.0 0.0
H 0.0 0.0 0.0
H 0.0 0.0 0.0
H 0.0 0.0 0.0
H 0.0 0.0 0.0
H 0.0 0.0 0.0
H 0.0 0.0 0.0
H 0.0 0.0 0.0
H 0.0 0.0 0.0
H 0.0 0.0 0.0
H 0.0 0.0 0.0
H 0.0 0.0 0.0
H 0.0 0.0 0.0
H 0.0 0.0 0.0
H 0.0 0.0 0.0
H 0.0 0.0 0.0
H 0.0 0.0 0.0
H 0.0 0.0 0.0
H 0.0 0.0 0.0
H 0.0 0.0 0.0
C 0.0 0.1 0.0
Si -0.1 0.1 -0.1
C 0.2 -0.2 0.0
C -0.2 -0.1 0.0
Si -0.1 -0.1 -0.2
Te 0.2 0.1 0.0
Si -0.3 0.1 0.2
C 0.1 -0.2 -0.1
C -0.1 -0.1 0.1
C 0.1 0.1 0.0
Si 0.1 -0.1 0.1
C 0.0 -0.1 -0.1
C -0.1 0.2 0.0
C 0.0 0.0 0.2
H 0.0 0.0 0.0
H 0.0 0.0 0.0
H -0.1 0.0 0.0
H 0.0 0.0 0.0
H 0.0 0.0 0.0
H 0.0 0.1 0.0
H 0.0 0.0 0.0
H 0.0 0.0 0.0
H 0.0 0.0 0.1
H 0.0 0.1 0.0
H 0.0 0.0 0.0
H 0.0 0.0 0.0
H 0.0 0.0 0.0
H 0.0 0.0 0.1
H 0.0 0.0 0.0
H -0.1 0.0 0.0
H 0.0 0.0 -0.1
H 0.0 0.0 0.0
H 0.0 0.0 0.0
H 0.0 0.0 0.0
H 0.0 0.0 0.0
H 0.0 0.0 0.0
H 0.0 0.0 0.0
H 0.0 0.0 0.0
H 0.0 0.1 0.0
H 0.0 0.0 0.0
H 0.0 0.0 0.0
N 0.0 0.1 0.0
C 0.0 0.2 0.0
C 0.0 -0.2 0.0
C 0.0 0.0 0.0
C 0.0 0.0 0.0
C 0.0 0.1 0.0
C 0.0 0.0 0.0
C -0.1 0.0 0.0
C 0.0 -0.2 -0.1
C 0.0 0.0 0.0
H 0.0 0.0 0.0
H 0.0 0.0 0.0
H 0.0 0.0 0.0
H 0.0 0.0 0.0